63
Properties=species:S:1:pos:R:3 method="wB97M-V/def2-TZVPD" homo_energy_ev=-8.4 lumo_ev=-0.67 spin_multiplicity=1
P -3.6638 0.9924 -1.7444
P -3.6986 -1.3955 -0.0924
O -1.8365 0.3930 2.7741
O -0.8974 -0.8928 1.3034
C -2.3896 -3.3160 -3.0897
C -1.7222 -0.3922 -3.9425
C -4.1923 2.1971 -0.5581
C -2.0111 -0.9468 -5.1213
C -5.3896 -0.7732 -0.6360
C -5.1935 -0.0900 -1.9468
C -0.7550 -0.1440 2.3280
C -1.1453 -2.5789 -2.6513
C 2.8297 -0.2406 1.7955
C -1.9444 -3.5239 -5.5500
C -1.3367 -2.1057 -5.7728
C -4.2758 1.9629 -3.2417
C -4.5331 -3.1182 -0.2948
C 0.6478 0.0528 2.7008
C -2.7575 -3.7030 -4.3052
C 1.1228 0.8602 3.7397
C 2.4904 1.0854 3.7973
C 1.4894 -0.5472 1.7719
C -3.5838 -1.7794 1.7000
C -1.0502 -1.0706 -2.7732
C -2.2740 2.3659 1.6627
C 3.3495 0.5497 2.8263
Be -2.6206 0.5778 1.0403
H -2.6578 -3.7194 -6.3510
H -3.8077 -0.9069 2.3404
H -5.3716 1.9664 -3.2635
H 3.4706 -0.6129 1.0082
H -4.9951 -0.7661 -2.7686
H -4.0645 1.8795 0.4816
H -2.5907 3.3086 1.1560
H 4.4283 0.7686 2.8600
H -2.8962 2.2914 2.5560
H -0.2757 -2.2343 -5.4632
H -1.6114 -0.6188 -1.9271
H -3.9332 1.5101 -4.1782
H -4.1909 -2.6572 1.9726
H -2.5205 -2.0645 1.8309
H 0.0229 -0.7749 -2.6835
H 1.0572 -1.1844 1.0068
H 0.4357 1.3189 4.4532
H -1.9184 0.6819 -3.6869
H -3.6657 -4.3400 -4.3490
H -1.4145 -1.8490 -6.8526
H -3.5518 3.0644 -0.7067
H -3.9204 -3.9313 0.1120
H -1.2486 2.4359 2.0991
H -2.8131 -0.5162 -5.7246
H -0.9018 -2.7978 -1.6094
H -3.9344 2.9978 -3.1755
H -5.4441 -3.0417 0.3171
H -3.0229 -3.5861 -2.2345
H -6.0498 0.4821 -2.2592
H -6.0947 -1.5729 -0.8202
H -5.8114 -0.1259 0.1180
H 2.9155 1.7114 4.5825
H -5.2192 2.4965 -0.7266
H -4.8243 -3.2972 -1.3373
H -1.1091 -4.2225 -5.6487
H -0.3093 -2.9633 -3.2368

90
Properties=species:S:1:pos:R:3 method="wB97M-V/def2-TZVPD" homo_energy_ev=-10.7 lumo_ev=0.22 smiles="CCOS(C)(=O)=O.CCOS(C)(=O)=O.CCOS(C)(=O)=O.CCOS(C)(=O)=O.CCOS(C)(=O)=O.CCOS(C)(=O)=O" spin_multiplicity=1
S -1.4869 6.4148 2.6700
S -0.4103 1.6841 4.0049
S 0.9781 -0.0313 -0.5448
S 5.7038 -1.4942 -2.7222
S -0.9559 -4.4245 0.9501
S -3.7856 -0.6714 -2.7144
O 0.5882 -3.9853 0.8464
O 1.7361 0.3894 0.6618
O 5.1018 -2.4053 -3.6739
O -1.1213 2.6954 4.7604
O 1.3062 -1.3254 -1.1772
O 0.5027 0.8352 5.0785
O -4.3014 -0.5519 -1.3729
O -1.2939 -5.5505 0.0665
O 7.1340 -1.5302 -2.3366
O -0.0615 6.7732 2.5409
O -2.6191 -1.8681 -2.7558
O -1.7060 -3.1624 1.0001
O -3.2506 0.5195 -3.4048
O -1.1563 0.7480 3.1736
O 5.2035 0.0406 -3.0735
O 0.9886 1.1723 -1.7390
O -2.5784 7.4050 2.3527
O -1.6636 4.9735 1.8663
C -2.8108 3.1263 0.8380
C 4.7265 -1.7559 -1.1086
C 3.8714 0.3364 -3.2852
C 1.3762 -4.7304 -0.0555
C 3.7065 1.7710 -3.9132
C 0.0641 0.4580 6.4022
C -0.9924 -0.6564 6.3216
C -1.9163 -2.1041 -3.9429
C -0.7861 -0.1211 -0.1345
C 0.4257 0.8322 -2.9682
C -0.7120 -5.0122 2.6463
C -0.5181 -2.6056 -3.7774
C 0.9501 2.4789 3.0068
C 2.7635 -4.1360 -0.0169
C -4.9969 -1.5699 -3.7460
C -1.7591 5.8639 4.4634
C -0.0866 2.0674 -3.7131
C -2.9288 4.5565 1.3550
H 0.3614 2.7677 2.1362
H 3.4459 -4.6842 0.6326
H -0.1465 -2.2867 -2.8036
H 4.8923 -0.9899 -0.3510
H -0.6407 -3.6880 -3.8177
H -3.1855 5.1365 0.4685
H 1.4243 3.2560 3.6063
H -0.4193 0.1549 -2.8443
H 0.0477 -2.2893 -4.6536
H 1.6802 1.7071 2.7630
H 0.1988 -5.6095 2.6032
H -5.0351 -2.5960 -3.3802
H -2.4641 5.0341 4.4123
H -1.8751 -0.2748 5.8084
H 3.3867 0.3449 -2.3089
H 5.0232 -2.7599 -0.8050
H -1.2145 -0.8739 -0.7962
H 3.2870 -4.1533 -0.9728
H -3.7123 2.7607 0.3465
H -1.5339 -5.6464 2.9785
H 3.0253 2.3645 -3.3034
H -4.6179 -1.4140 -4.7560
H -1.2529 -0.8368 7.3645
H -3.7147 4.5906 2.1095
H 3.4208 -0.4122 -3.9369
H -0.6794 1.8367 -4.5982
H 1.0756 0.2515 -3.6228
H 0.5558 2.8399 -4.1359
H 0.9467 0.0142 6.8630
H -0.1709 1.3018 7.0510
H -2.5911 2.5712 1.7500
H -0.8089 5.4650 4.8186
H 3.2796 1.8683 -4.9114
H -0.7076 -0.5595 0.8604
H -6.0345 -1.2383 -3.7054
H -0.5826 -4.0796 3.1956
H -2.5897 -2.7823 -4.4669
H 0.9025 -4.6247 -1.0315
H -1.2743 0.8526 -0.0936
H -2.0054 3.0257 0.1104
H 1.3571 -5.7952 0.1767
H -2.0472 -1.2282 -4.5783
H -2.0132 6.7191 5.0896
H 2.7719 -3.1047 0.3360
H 4.6298 2.3208 -3.7303
H 3.7165 -1.7436 -1.5185
H -0.7610 2.5817 -3.0284
H -0.5802 -1.5438 5.8413

83
Properties=species:S:1:pos:R:3 method="wB97M-V/def2-TZVPD" charge=+2 homo_energy_ev=-14.0 lumo_ev=-5.35 spin_multiplicity=1
Hf -0.4314 0.2714 -0.1696
O 0.5960 -2.7614 -0.7139
O -1.6762 -2.8724 -0.8062
N 1.7399 0.4889 -0.1229
N -1.6707 1.8061 2.9254
N -0.4669 2.5447 -0.5976
N -1.3807 3.2562 -1.2931
N 2.1077 0.8453 -2.3918
N -3.1099 1.4556 -1.5245
N 3.7926 1.3880 -1.0852
N -0.1183 0.3708 1.9215
N -2.4910 0.4042 -0.9112
N 0.2530 1.6069 3.9764
C 1.1312 -0.4193 2.0036
C 3.0877 1.3916 -3.3225
C 0.2903 -4.1988 -0.7665
C 1.5182 1.1503 4.5305
C 0.5643 -4.7337 0.6307
C -0.5225 2.5333 4.8132
C 0.8315 0.3196 -2.7872
C 1.2299 -4.8375 -1.7716
C 2.5420 0.8831 -1.1181
C -0.4732 1.2089 2.9116
C -3.4713 -0.4792 -0.5930
C -4.4154 1.2326 -1.5722
C 4.7426 1.4922 0.0084
C -2.7719 1.5636 2.0269
C 2.2476 0.2897 1.2443
C -4.7011 0.0109 -0.9705
C -2.0681 -5.2201 -0.4195
C 4.3280 1.5175 -2.4435
C -1.2176 -4.2170 -1.1765
C -0.1459 4.7258 -0.1849
C -1.7917 2.7813 4.0019
C -1.4525 -4.3448 -2.6728
C -1.2070 4.5547 -1.0681
C 0.2863 3.4397 0.0749
B -2.3056 2.5360 -2.3097
B -0.5883 -2.0660 -0.6439
H -3.0643 3.3207 -2.7829
H -5.6612 -0.4564 -0.8605
H -3.2129 -1.4163 -0.1289
H 4.8166 2.4854 -2.5541
H 3.2376 0.7047 -4.1557
H -0.7269 2.0756 5.7834
H -1.8448 3.7940 3.5958
H -2.8306 0.5000 1.7883
H -1.1563 -5.3241 -3.0440
H 1.0067 -5.8982 -1.8866
H -1.8440 5.2710 -1.5555
H 0.6899 -0.6930 -2.3861
H 0.2515 5.6491 0.1933
H 0.0009 1.0194 -2.5802
H 5.5201 2.1847 -0.3089
H -0.0608 -4.2462 1.3783
H 1.1601 -4.3690 -2.7503
H 0.7791 0.2194 -3.8728
H -3.6953 1.8291 2.5395
H 1.7548 1.8184 5.3548
H -0.9037 -3.5874 -3.2322
H -2.7015 2.1566 1.1102
H 0.3873 -5.8055 0.6913
H -2.5140 -4.2136 -2.8766
H 2.2568 -4.7538 -1.4182
H 2.4576 1.2510 1.7179
H 5.2117 0.5335 0.2373
H 3.1537 -0.3181 1.2707
H 2.3356 1.2195 3.8186
H -3.0992 -5.1565 -0.7625
H -1.7231 -6.2369 -0.6021
H -2.0498 -5.0396 0.6518
H -5.0615 1.9471 -2.0517
H 0.0550 3.4440 4.9758
H 1.4526 0.1422 4.9383
H -1.6222 1.9692 -3.1242
H 1.0873 3.0978 0.7102
H 1.6089 -4.5532 0.8801
H 5.0605 0.7283 -2.6334
H -2.7002 2.5851 4.5725
H 1.3967 -0.6812 3.0287
H 0.9434 -1.3847 1.5139
H 2.7530 2.3562 -3.7119
H 4.2834 1.9128 0.8956

Number 1: strongest force on any atom 4.19 eV/A, calculated total energy -46466.7884 eV, orbital gap 7.6857 eV. Number 2: strongest force on any atom 4.21 eV/A, calculated total energy -121304.9542 eV, orbital gap 10.9672 eV. Number 3: strongest force on any atom 0.96 eV/A, calculated total energy -47250.0246 eV, orbital gap 8.6464 eV.